Formula: CH5O5P2
Source: OMol25
Level of theory: ωB97M-V/def2-TZVPD

LUMO level ... 3.48 eV
Energy ... -29935.444 eV
Charge ... -1
E_HOMO ... -4.37 eV
Frontier orbital gap ... 7.84 eV
ΔE to the lowest compared entry with this formula, charge and spin ... 398.8 kJ/mol

XYZ file:
```
13
Properties=species:S:1:pos:R:3:forces:R:3
C 0.799 -0.292 1.807 4.457 1.225 1.007
O 0.286 2.320 0.599 -0.185 -3.705 0.558
O 0.911 0.353 -1.833 -0.360 0.765 0.415
O -2.782 -1.113 -0.571 -4.860 0.893 1.434
O -1.318 -1.130 -2.524 -1.427 -0.627 1.046
O 1.136 -0.465 0.468 -0.374 0.082 -0.954
P -1.436 -1.430 -0.856 3.845 -1.188 -2.732
P 0.139 0.396 -0.550 2.199 1.285 0.769
H 1.402 -0.913 2.511 -0.932 -0.364 -0.820
H -0.191 -0.202 1.959 -3.670 -0.568 0.850
H 1.165 0.704 2.040 -0.001 0.444 0.424
H 0.344 2.863 -0.143 0.160 1.572 -2.010
H -0.455 -1.093 -2.908 1.149 0.186 0.013
```
Forces are in eV/Å.